# 1
ORCA calculation (the ωB97M-V functional and the def2-TZVPD basis) on a 17-piece molecular cluster, C4H42O16 overall at a distorted geometry.

Each line ends with the Löwdin charge.
Atoms and positions in Å:
C: 1.49961 -2.12931 2.99154  -0.087
C: 0.51316 -1.36950 2.09582  -0.246
C: 0.90872 0.04338 1.52464  -0.270
C: 1.03693 1.02819 2.71276  -0.108
H: 1.26447 -2.04964 4.11449  0.100
H: 2.44771 -1.59378 3.06181  0.065
H: 1.50716 -3.22107 2.80700  0.048
H: -0.35262 -1.03120 2.70755  0.091
H: -0.10065 -1.81783 1.30459  0.075
H: 0.14386 0.36776 0.85580  0.053
H: 1.81328 -0.02604 0.78543  0.093
H: 0.27409 0.70640 3.52475  0.104
H: 0.92579 2.09971 2.60193  0.051
H: 1.99422 0.74889 3.18008  0.068
H: -3.46627 1.33567 2.29947  0.012
H: -2.71910 2.49991 3.25573  0.053
O: -2.94859 2.14118 2.40132  -0.048
H: 3.35936 2.36742 -2.43196  0.015
H: 3.73383 2.76482 -1.03468  0.001
O: 3.55227 3.14589 -1.89750  -0.058
H: 0.43331 -4.45354 -2.22914  0.033
H: 0.71807 -3.08550 -2.68609  0.008
O: -0.04142 -3.63761 -2.43188  -0.067
H: -3.28659 0.11480 -1.20769  0.028
H: -3.24604 -1.24134 -1.66224  0.081
O: -2.70022 -0.66604 -1.09553  -0.061
H: -1.60929 -0.61688 -2.48558  0.005
H: -0.75556 -1.30327 -3.59186  0.055
O: -0.98253 -0.44406 -3.21467  -0.055
H: -2.03084 2.21360 -0.02290  0.029
H: -1.30947 2.38938 1.20962  0.027
O: -1.09738 2.08841 0.30924  -0.081
H: 3.62147 0.35827 0.01097  0.015
H: 4.74686 -0.50064 0.46110  0.064
O: 3.94269 -0.55127 -0.07122  -0.054
H: -2.00448 1.83509 -2.69314  0.046
H: -1.49382 3.25037 -2.26133  0.027
O: -2.27668 2.65942 -2.27159  -0.061
H: 1.51035 -4.29599 0.03712  0.021
H: 1.53820 -3.93055 1.53712  -0.005
O: 1.05792 -4.45566 0.87060  -0.050
H: 0.55359 3.19309 -2.88539  0.032
H: 0.38301 3.61233 -1.36281  0.022
O: 0.23148 3.86975 -2.27438  -0.041
H: -3.51514 2.48209 -1.01477  0.019
H: -4.39945 1.82822 0.12645  0.060
O: -4.02468 1.69833 -0.75505  -0.068
H: 2.89842 -2.47706 -1.25545  0.036
H: 2.47558 -1.05422 -1.42754  0.011
O: 2.32740 -1.93313 -1.80667  -0.053
H: -1.27051 -3.51450 0.49148  0.029
H: -2.40988 -2.54653 0.23032  0.011
O: -1.97034 -3.02203 0.94866  -0.063
H: 2.19867 2.49273 0.93813  0.061
H: 1.11489 2.16025 0.05282  0.023
O: 2.08533 2.09145 0.06273  -0.070
H: -3.94044 -1.52998 2.43590  0.055
H: -2.86904 -0.93048 1.58071  0.015
O: -3.49489 -0.69042 2.27819  -0.050
H: 0.39029 0.65187 -3.26182  -0.004
H: 1.90518 0.74674 -2.97062  0.013
O: 1.20876 1.13369 -3.50235  -0.055

Calculated values
- Strongest force on any atom: 0.059 hartree/bohr
- ΔE to the lowest compared entry with this formula, charge and spin: 3.422 eV
- E_tot: -37589.2499 eV
- E_HOMO: -10.4091 eV



# 2
ORCA calculation (the ωB97M-V functional and the def2-TZVPD basis) on an isolated ion of composition C5H9N2 and charge +1 at a distorted geometry.

Each line ends with the Löwdin charge.
Atoms and positions in Å:
C: -0.91946 -2.23805 1.47009  -0.066
N: -0.69883 -1.30778 0.40202  0.063
C: 0.20487 -0.42862 0.37525  -0.126
N: 0.23579 0.61329 -0.54998  -0.070
C: 0.06421 2.00999 -0.38682  -0.031
C: 1.13535 1.69010 -1.25213  0.072
C: 0.33812 0.69061 -1.96162  -0.027
H: -1.26591 -3.18531 0.92454  0.128
H: -0.11294 -2.46353 2.00196  0.035
H: -1.69838 -1.77656 2.04640  0.100
H: 0.88239 -0.04392 1.17244  0.167
H: 0.30603 2.31376 0.59193  0.138
H: -0.83119 2.40625 -0.76173  0.136
H: 2.19202 1.66481 -1.03174  0.169
H: -0.46654 1.14074 -2.64194  0.167
H: 0.59841 -0.20507 -2.51742  0.147

Calculated values
- Net charge: +1
- SMILES: C/N=C/[N@+]12C[C@H]1C2
- Strongest force on any atom: 0.100 hartree/bohr
- ΔE to the lowest compared entry with this formula, charge and spin: 6.062 eV
- E_tot: -8299.6699 eV
- E_HOMO: -14.4902 eV



# 3
ORCA calculation (the ωB97M-V functional and the def2-TZVPD basis) on a 2-piece molecular cluster, C7H16N overall at a distorted geometry.

Each line ends with the Mulliken spin population.
Atoms and positions in Å:
C: 1.81804 2.23920 -0.32488  0.023
C: 1.58356 0.72870 -0.27574  -0.007
C: 0.46478 0.36738 0.75574  0.009
C: -0.28821 -1.91528 1.25624  -0.003
C: -0.32765 -0.84735 0.44422  -0.014
C: -1.31610 -0.76522 -0.64598  0.023
C: -1.09258 -3.21020 1.10728  0.000
N: -0.69966 2.51884 -1.42740  1.003
H: 2.43989 2.49724 -1.17588  -0.003
H: 2.23057 2.66053 0.59934  -0.001
H: 1.35699 0.45667 -1.31337  -0.002
H: 2.46344 0.14105 0.01169  0.008
H: 0.99082 0.16103 1.69419  0.000
H: -0.12401 1.28158 0.82925  -0.001
H: 0.16540 -1.75793 2.22823  0.000
H: -0.69085 -0.82043 -1.55731  -0.002
H: -2.04093 -1.57734 -0.71079  -0.001
H: -1.71477 0.24840 -0.73209  -0.014
H: -0.95680 -3.77029 2.02846  0.000
H: -0.71998 -3.82305 0.28029  0.000
H: -2.18069 -3.07235 0.99741  0.000
H: -1.63474 2.75487 -1.08799  -0.018
H: -0.54162 2.86551 -2.36719  -0.019
H: 0.81511 2.63843 -0.61372  0.016

Calculated values
- Spin multiplicity: 2
- Strongest force on any atom: 0.045 hartree/bohr
- ΔE to the lowest compared entry with this formula, charge and spin: 1.486 eV
- E_tot: -9005.2116 eV
- E_HOMO (alpha / beta): -8.4304 / -8.4273 eV



# 4
ORCA calculation (the ωB97M-V functional and the def2-TZVPD basis) on C52H47AsCeN3O4PS as an isolated structure at a distorted geometry.

Each line ends with the Löwdin charge.
Atoms and positions in Å:
Ce: -0.45516 0.08493 1.42824  1.187
N: 0.43479 -2.18286 2.42248  -0.021
C: 1.30098 -2.00547 3.62765  -0.093
C: 1.21376 -0.50022 3.89667  -0.466
O: 1.30631 0.12792 2.74756  -0.199
N: 0.84787 -0.00572 5.02433  0.137
C: 0.25041 1.29547 4.94621  -0.084
C: -0.60525 1.38780 3.63358  -0.578
O: -1.49525 0.46168 3.46484  -0.084
O: -0.46428 2.11978 2.64735  -0.060
H: -0.13736 -3.02172 2.62279  0.091
H: 1.00878 -2.59054 1.64788  0.104
H: 2.35267 -2.37772 3.40596  0.137
H: 0.80791 -2.59404 4.50236  0.161
H: 0.93698 2.14350 4.78735  0.131
H: -0.41023 1.60331 5.78297  0.144
O: 1.15777 0.74010 -0.00820  -0.534
As: 2.76325 1.13558 -0.22725  1.290
C: 3.74560 -0.31192 0.49101  -0.309
C: 3.47013 -1.60508 0.04561  -0.100
C: 3.99741 -2.71357 0.74974  -0.051
C: 5.07933 -2.49078 1.65078  -0.037
C: 5.40946 -1.17291 1.98794  -0.071
C: 4.71445 -0.11143 1.47946  -0.081
C: 3.04608 1.34496 -2.08806  -0.307
C: 2.43009 2.51260 -2.63029  -0.102
C: 2.28087 2.71660 -3.98684  -0.062
C: 2.98360 1.85078 -4.85590  -0.037
C: 3.67932 0.73737 -4.34085  -0.024
C: 3.70352 0.48879 -2.92515  -0.064
C: 3.40503 2.75279 0.68843  -0.275
C: 2.62277 3.26995 1.75641  -0.077
C: 3.10888 4.37996 2.41330  -0.087
C: 4.33776 4.88488 2.10939  -0.049
C: 5.14968 4.29966 1.11561  -0.056
C: 4.66796 3.25346 0.39368  -0.113
H: 2.69083 -1.71574 -0.71122  0.092
H: 3.64709 -3.72755 0.48467  0.114
H: 5.72978 -3.22063 2.07230  0.105
H: 6.25927 -1.00665 2.65915  0.125
H: 4.95820 0.95672 1.79758  0.131
H: 1.91077 3.24790 -1.95264  0.116
H: 1.61969 3.46109 -4.34401  0.105
H: 3.12739 2.01851 -5.88554  0.100
H: 4.21138 0.15325 -5.00628  0.084
H: 4.30063 -0.32266 -2.58268  0.098
H: 1.67242 2.81974 2.04487  0.085
H: 2.50117 4.90350 3.15456  0.126
H: 4.70078 5.82556 2.57669  0.133
H: 6.11835 4.72182 0.92608  0.115
H: 5.26661 2.82020 -0.43984  0.134
N: -2.23045 1.39418 0.20420  -0.380
S: -2.63340 2.34734 -1.01096  1.132
C: -1.37682 3.68890 -1.19425  -0.378
C: -0.55059 3.94938 -0.15594  -0.082
C: 0.28145 5.08642 -0.21209  -0.073
C: 0.15227 5.95065 -1.24723  -0.062
C: -0.77487 5.72842 -2.32336  -0.055
C: -1.49209 4.58098 -2.27533  -0.101
C: -2.20646 1.41432 -2.48221  -0.390
C: -3.22375 0.60545 -2.99271  -0.075
C: -2.99736 -0.02460 -4.17622  -0.063
C: -1.75903 0.09730 -4.74050  -0.067
C: -0.67199 0.73940 -4.16467  -0.039
C: -0.93176 1.42388 -2.97393  -0.085
H: -2.78478 1.71046 0.97552  0.011
H: -0.38653 3.28837 0.74239  0.099
H: 1.02246 5.15678 0.56182  0.093
H: 0.74146 6.89982 -1.28182  0.128
H: -0.73750 6.49231 -3.14867  0.138
H: -2.20635 4.47288 -3.12947  0.140
H: -4.16538 0.51656 -2.49185  0.102
H: -3.77631 -0.53056 -4.71029  0.120
H: -1.50879 -0.50274 -5.61711  0.121
H: 0.35004 0.56759 -4.54872  0.115
H: -0.11975 1.90511 -2.43067  0.091
C: 0.58562 -3.81007 -1.85106  -0.053
C: 0.17219 -2.49109 -1.96879  -0.075
C: -0.74487 -1.99354 -1.07466  -0.154
C: -1.29191 -2.80847 -0.08298  -0.389
C: -0.90082 -4.17589 -0.07677  -0.072
C: -0.00420 -4.69686 -0.93531  -0.056
P: -2.62635 -2.08947 0.92222  1.052
C: -3.97696 -1.79295 -0.28106  -0.345
C: -5.01568 -0.89636 0.08825  -0.091
C: -6.19547 -0.85843 -0.65699  -0.052
C: -6.34409 -1.68751 -1.78266  -0.027
C: -5.26532 -2.50272 -2.22874  -0.050
C: -4.11040 -2.52360 -1.47881  -0.105
C: -3.18669 -3.33321 2.07122  -0.359
C: -2.72438 -3.19270 3.40246  -0.084
C: -3.02080 -4.30388 4.25683  -0.054
C: -3.89593 -5.32144 3.85233  -0.060
C: -4.40952 -5.34959 2.56577  -0.078
C: -4.07412 -4.40668 1.63241  -0.039
H: 1.47834 -4.27796 -2.43292  0.151
H: 0.59723 -1.88488 -2.74196  0.106
H: -1.17764 -0.97018 -1.25003  0.107
H: -1.45985 -4.80485 0.58935  0.106
H: 0.24428 -5.71625 -0.94124  0.106
H: -4.95980 -0.46466 1.06346  0.099
H: -6.95755 -0.20276 -0.26209  0.112
H: -7.21700 -1.79329 -2.30578  0.080
H: -5.25390 -3.12151 -3.09203  0.105
H: -3.21725 -2.99762 -1.87397  0.107
H: -2.29757 -2.23611 3.79487  0.113
H: -2.54053 -4.37875 5.23853  0.111
H: -4.14309 -6.20061 4.50823  0.136
H: -5.03429 -6.17034 2.30930  0.108
H: -4.40558 -4.34730 0.64596  0.083

Calculated values
- Net charge: +2
- Strongest force on any atom: 0.078 hartree/bohr
- E_tot: -161225.0108 eV
- E_HOMO: -13.2431 eV